ORCA calculation (ωB97M-V with the def2-TZVPD basis set) on a structure of composition C5H6O2.

Results
HOMO energy (spin up / spin down), eV: -7.5 / -7.6
Molecular weight, Da: 98.1

```
! RIJCOSX wB97M-V def2-TZVPD def2/J DEFGRID3
* xyz 0 1
C 0.092 -1.889 0.426
O 0.454 -1.076 1.354
C 0.722 0.209 1.308
C 0.343 1.049 0.176
O 0.917 0.657 -1.159
C -0.382 0.603 -1.610
C -1.027 0.917 -0.483
H -0.052 -2.906 0.752
H 0.067 -1.581 -0.606
H 1.016 0.606 2.270
H 0.640 2.082 0.381
H -0.595 0.308 -2.628
H -2.041 1.005 -0.137
*
```

Okay, here come the Mulliken numbers, in e, for every atom:
1 C -0.42
2 O -0.26
3 C -0.42
4 C 0.15
5 O -0.41
6 C -0.38
7 C -0.33
8 H 0.29
9 H 0.30
10 H 0.40
11 H 0.37
12 H 0.38
13 H 0.33


ORCA calculation (ωB97M-V with the def2-TZVPD basis set) on a structure of composition C27H19IN2O4PTc at a distorted geometry.

Results
HOMO energy (spin up / spin down), eV: -17.3 / -17.3
Molecular weight, Da: 691.3
<S²>: 3.803

```
! RIJCOSX wB97M-V def2-TZVPD def2/J DEFGRID3
* xyz 3 4
Tc 0.945 -0.372 -0.158
I 0.554 -2.759 1.021
C 0.092 -4.319 -0.306
C -0.275 -5.433 0.397
C -0.522 -6.636 -0.276
C -0.363 -6.676 -1.621
C 0.003 -5.523 -2.358
C 0.170 -5.641 -3.756
C 0.515 -4.574 -4.526
C 0.645 -3.322 -3.921
C 0.484 -3.144 -2.558
P 0.557 -1.386 -2.207
C -0.533 -0.403 -3.194
C -1.733 -0.015 -2.575
C -2.659 0.732 -3.285
C -2.384 1.103 -4.594
C -1.185 0.734 -5.202
C -0.253 -0.018 -4.513
C 2.259 -0.817 -2.187
C 2.685 0.362 -2.842
C 4.001 0.766 -2.729
C 4.893 0.056 -1.917
C 4.484 -1.087 -1.242
C 3.180 -1.547 -1.396
C 0.204 -4.266 -1.713
H -0.366 -5.406 1.476
H -0.812 -7.516 0.280
H -0.519 -7.604 -2.158
H 0.021 -6.613 -4.210
H 0.659 -4.680 -5.592
H 0.867 -2.479 -4.558
H -1.956 -0.309 -1.554
H -3.593 1.019 -2.820
H -3.107 1.687 -5.148
H -0.981 1.035 -6.221
H 0.677 -0.288 -5.004
H 1.984 0.928 -3.455
H 4.350 1.630 -3.281
H 5.920 0.391 -1.833
H 5.187 -1.649 -0.641
H 2.906 -2.508 -0.981
O -1.530 4.707 1.652
C -0.480 4.907 0.875
O -0.065 5.977 0.564
C 0.275 3.701 0.357
C 1.412 3.872 -0.441
N 1.856 2.670 -0.795
N 1.096 1.692 -0.265
C 0.130 2.336 0.439
C -0.846 1.457 1.113
O -1.782 1.805 1.736
O -0.515 0.126 0.942
H -1.747 3.756 1.809
H 1.889 4.791 -0.753
H 2.676 2.443 -1.347
*
```

Okay, here come the Mulliken numbers, in e, for every atom:
1 Tc 0.34
2 I 0.56
3 C 0.23
4 C -0.82
5 C -0.89
6 C -0.89
7 C 0.79
8 C -0.73
9 C -1.33
10 C -0.69
11 C 1.50
12 P 1.22
13 C 1.02
14 C -0.53
15 C -0.90
16 C -0.53
17 C -0.93
18 C -0.32
19 C 0.02
20 C -0.75
21 C -0.80
22 C -0.52
23 C -0.96
24 C 0.60
25 C 0.83
26 H 0.44
27 H 0.45
28 H 0.45
29 H 0.47
30 H 0.47
31 H 0.30
32 H 0.44
33 H 0.48
34 H 0.46
35 H 0.47
36 H 0.45
37 H 0.58
38 H 0.59
39 H 0.50
40 H 0.52
41 H 0.48
42 O -0.46
43 C 0.48
44 O -0.47
45 C 0.57
46 C -0.22
47 N -0.07
48 N -0.03
49 C -0.76
50 C 0.92
51 O -0.54
52 O -0.48
53 H 0.37
54 H 0.55
55 H 0.04


ORCA calculation (ωB97M-V with the def2-TZVPD basis set) on a cluster of 2 separate species, C10H18NO in total at a distorted geometry.

Results
HOMO energy, eV: -12.0
Molecular weight, Da: 168.3

```
! RIJCOSX wB97M-V def2-TZVPD def2/J DEFGRID3
* xyz 1 1
C -2.280 0.884 0.934
C -3.366 1.690 0.289
N -2.279 -0.612 0.458
H -1.263 1.419 0.756
H -2.293 1.006 2.033
H -4.290 1.462 0.854
H -3.673 1.516 -0.811
H -2.965 -1.241 0.906
H -2.441 -0.490 -0.544
H -1.408 -1.035 0.476
H -3.086 2.757 0.316
C 0.599 -0.491 -1.993
C 1.755 -0.426 -2.981
C 1.027 -0.374 -0.571
C 1.610 0.801 -0.120
C 1.076 -1.525 0.073
C 1.924 0.864 1.230
C 1.712 -1.558 1.415
C 2.041 -0.316 1.933
O 2.452 -0.370 3.251
H -0.120 0.235 -2.255
H 0.087 -1.473 -2.287
H 2.413 0.572 -2.960
H 1.934 1.704 -0.670
H 0.851 -2.386 -0.285
H 2.402 1.643 1.922
H 2.017 -2.608 1.717
H 1.825 0.029 3.795
H 1.322 -0.397 -4.018
H 2.415 -1.281 -2.863
*
```

Okay, here come the Mulliken numbers, in e, for every atom:
1 C -0.09
2 C -1.11
3 N -0.16
4 H 0.08
5 H 0.36
6 H 0.33
7 H 0.36
8 H 0.40
9 H 0.43
10 H 0.05
11 H 0.33
12 C -0.94
13 C -1.21
14 C 1.35
15 C -0.62
16 C -1.19
17 C -0.54
18 C -0.40
19 C 0.24
20 O -0.54
21 H 0.44
22 H 0.30
23 H 0.26
24 H 0.35
25 H 0.82
26 H 0.34
27 H 0.33
28 H 0.32
29 H 0.38
30 H 0.33


Electronic energy / eV: -9371.6745; -59036.6530; -14190.5349